1.
# C17H32NOPPb

A structure of composition C17H32NOPPb (wB97M-V/def2-TZVPD, the Open Molecules 2025 dataset).

Calculated values
ΔE to the lowest compared entry with this formula, charge and spin: 0.000 eV
Frontier orbital gap: 0.2519 Eh
2S+1: 1
LUMO energy: -0.6 eV
HOMO energy: -7.41 eV
M: 504.6 g mol⁻¹
DFT total energy: -36219.42174 eV

Last column: natural (NBO) charge in e.
Atoms and positions in Å:
C 0.07161 -2.05301 -4.41558  -0.234
C -1.05592 -1.44223 -3.84608  -0.172
C -0.94617 -0.67540 -2.65761  -0.076
C 0.32004 -0.52363 -2.09908  -0.404
C 1.40407 -1.27676 -2.57408  -0.075
C 1.32051 -1.94419 -3.80087  -0.222
C -2.14810 -0.00017 -2.05110  -0.438
C -3.10541 -0.99117 -1.29672  -0.180
N -2.53959 -1.74191 -0.19600  -0.484
Pb 1.10861 1.50534 -1.30689  0.810
C 2.69560 -1.26928 -1.77208  -0.739
P 2.20521 -0.94830 -0.00506  0.894
H -2.04626 -1.54489 -4.30367  0.200
H 2.24177 -2.36562 -4.22090  0.210
H -0.00582 -2.55989 -5.37814  0.213
H 3.38754 -0.47172 -2.09768  0.234
H 3.23081 -2.23701 -1.79058  0.227
H -1.84707 0.82393 -1.37653  0.210
H -2.74245 0.43829 -2.88944  0.207
H -3.94422 -0.42783 -0.85820  0.198
C 3.82208 -0.81321 0.83515  -0.955
C 1.75974 -2.71099 0.31155  -0.927
H -3.50679 -1.73745 -2.01253  0.184
C -1.91775 -3.00554 -0.43669  -0.397
C -2.69487 -1.32067 1.16662  -0.390
H 0.17023 1.47876 0.30880  -0.386
H -2.66875 -3.82488 -0.37003  0.163
H -1.46584 -3.02407 -1.44413  0.206
H -1.12967 -3.20193 0.31202  0.189
H -3.49159 -1.89888 1.67523  0.162
H -1.76207 -1.48794 1.73250  0.191
H -2.95436 -0.25252 1.20121  0.204
H 2.65135 -3.33407 0.14932  0.224
H 1.40305 -2.83528 1.34019  0.238
H 0.97829 -3.03782 -0.38679  0.254
H 4.56750 -1.46425 0.36159  0.223
H 4.15346 0.23530 0.79294  0.240
H 3.68873 -1.11098 1.88587  0.244
H 0.02778 1.58262 1.69035  0.482
C -0.59294 3.66959 4.10753  -0.613
C 0.01614 3.24051 2.77091  0.240
C -0.72148 3.95603 1.64293  -0.633
C 1.49369 3.66228 2.79284  -0.624
O -0.06449 1.81477 2.68390  -0.764
H -0.50606 4.75239 4.24643  0.202
H -0.05645 3.19937 4.93389  0.212
H -1.64956 3.41479 4.16276  0.212
H -0.57517 5.04088 1.72294  0.208
H -0.34839 3.66231 0.65543  0.205
H -1.80307 3.76249 1.67082  0.213
H 1.96983 3.21733 3.67821  0.212
H 2.03875 3.31823 1.90063  0.201
H 1.56390 4.75830 2.85390  0.201

***

2.
# C17H33AlCl2O5PZn

A structure of composition C17H33AlCl2O5PZn (wB97M-V/def2-TZVPD, the Open Molecules 2025 dataset).

Calculated values
Frontier orbital gap: 0.1488 Eh
2S+1: 1
LUMO energy: -7.0 eV
HOMO energy: -11.01 eV
Net charge: +1
M: 511.7 g mol⁻¹
DFT total energy: -117742.16493 eV

Last column: natural (NBO) charge in e.
Atoms and positions in Å:
C 6.51735 1.42508 1.80438  -0.644
C 6.02079 0.02117 2.09292  -0.071
O 4.57277 -0.07878 1.92937  -0.802
P 3.99779 -0.73646 0.62132  2.444
O 4.30386 -2.20624 0.44941  -1.196
C 2.24320 -0.62123 0.84107  -0.847
C 1.66182 -1.51397 -0.27239  -0.506
C 0.52256 -2.32352 0.28398  -0.722
Al -1.19476 -1.03886 0.73356  1.444
C -2.55417 -2.44674 1.23133  -0.933
C -3.91817 -1.78519 1.53104  -0.399
C -4.03463 -0.27322 1.32702  -0.419
C -5.47667 0.22333 1.53650  -0.424
C -5.97660 1.19338 0.47791  -0.053
O -5.63752 2.55435 0.82127  -0.560
C -4.55601 3.06034 0.15167  0.818
C -4.90044 3.79851 -1.11812  -0.739
O -3.44430 2.92882 0.55907  -0.548
C -1.30858 -0.05982 -0.96716  -0.590
Cl -0.70526 1.57350 -0.94767  0.009
C -1.78692 -0.50796 -2.13938  -0.005
C -1.97558 0.25129 -3.41274  -0.673
Cl -2.24085 -2.18746 -2.24921  0.007
O 4.40511 0.18558 -0.58671  -0.813
C 5.30975 -0.27726 -1.63707  -0.059
C 5.49574 0.84903 -2.64392  -0.645
H 7.38039 1.64174 2.43448  0.236
H 5.73635 2.15317 2.02240  0.237
H 6.84521 1.53710 0.77044  0.214
H 6.50774 -0.72130 1.45406  0.183
H 6.22337 -0.26756 3.12216  0.209
H 1.76565 0.35681 0.85477  0.316
H 2.09675 -1.07111 1.83363  0.234
H 2.41000 -2.23024 -0.60612  0.191
H 1.37862 -0.90607 -1.13227  0.282
H 0.14572 -3.11030 -0.37364  0.257
H 0.76281 -2.68011 1.29467  0.165
H -0.83186 -0.08727 1.94402  -0.392
H -2.64864 -3.21763 0.46592  0.225
H -2.15116 -2.95020 2.11635  0.217
H -4.17400 -2.00655 2.57183  0.211
H -4.67509 -2.27088 0.90761  0.204
H -3.39632 0.25258 2.04256  0.228
H -3.72151 -0.00103 0.31195  0.199
H -5.56398 0.72861 2.49939  0.230
H -6.15137 -0.63955 1.53324  0.208
H -5.54547 0.96434 -0.50367  0.166
H -7.06159 1.16693 0.38443  0.198
H -4.71016 3.14367 -1.97263  0.236
H -4.25624 4.67063 -1.21544  0.245
H -5.94675 4.09271 -1.14026  0.237
H -2.85589 -0.11866 -3.93756  0.239
H -2.12490 1.30955 -3.20374  0.243
H -1.10552 0.11489 -4.06033  0.238
H 6.26043 -0.55410 -1.17840  0.186
H 4.89372 -1.17582 -2.09194  0.194
H 5.04881 1.76815 -2.26678  0.240
H 6.55312 1.02176 -2.83760  0.231
H 5.01982 0.61107 -3.59436  0.227
Zn 2.55167 -3.53298 1.13343  1.193

***

3.
# C17H33Cl4CuN4O5Pd

A structure of composition C17H33Cl4CuN4O5Pd (wB97M-V/def2-TZVPD, the Open Molecules 2025 dataset).

Calculated values
ΔE to the lowest compared entry with this formula, charge and spin: 0.000 eV
Frontier orbital gap (alpha / beta): 0.3037 / 0.1123 Eh
2S+1: 4
LUMO energy (alpha / beta): -8.8 / -14.0 eV
HOMO energy (alpha / beta): -17.08 / -17.05 eV
Net charge: +3
M: 685.3 g mol⁻¹
DFT total energy: -132541.95768 eV

Last column: natural (NBO) charge in e.
Atoms and positions in Å:
C -1.46264 3.76397 1.28957  -0.628
C -0.18063 3.13419 0.75455  -0.210
N -0.11016 3.13169 -0.70784  -0.290
C 0.74655 3.84987 -1.49827  -0.041
C 0.57521 3.49486 -2.78978  -0.046
N -0.41929 2.52506 -2.80132  -0.274
C -0.79247 2.32832 -1.53957  0.254
C -0.77154 1.73258 -3.96593  -0.418
H -1.55724 3.74110 2.37062  0.240
H -2.31508 3.22275 0.86181  0.208
H -1.61858 4.76117 0.87613  0.250
H -0.15764 2.07407 1.01402  0.204
H 0.71867 3.59842 1.15201  0.240
H 1.46509 4.56771 -1.13518  0.265
H 1.04328 3.87107 -3.68322  0.266
H -1.52492 1.57366 -1.29838  0.245
H 0.09720 1.50386 -4.58388  0.238
H -1.38928 2.34123 -4.62683  0.251
H -1.18572 0.78452 -3.63484  0.235
Cu -3.58139 -1.09189 -1.19065  0.952
Pd 0.50726 -2.40092 -1.99837  1.366
C -1.04024 -0.96288 -0.48493  0.937
O -1.93254 -0.37063 0.17701  -0.843
O 0.19278 -1.13452 -0.22216  -0.737
O -1.45099 -1.41280 -1.63803  -0.844
Cl -2.58331 1.07167 5.12924  0.409
C -2.91882 0.85632 3.36707  -0.399
C -4.38220 1.08068 3.04374  -0.430
Cl -4.85934 2.75641 3.26562  0.050
H -2.58707 -0.13742 3.06837  0.248
H -2.29341 1.55571 2.81592  0.251
H -4.99890 0.47146 3.70712  0.251
H -4.61557 0.70054 2.04994  0.247
Cl 3.05387 -0.87146 4.03779  0.020
C 1.95752 -0.55678 2.67387  -0.410
C 0.62404 -0.01527 3.09123  -0.394
Cl 0.64549 1.53507 4.00009  0.199
H 1.77439 -1.47564 2.12339  0.248
H 2.49637 0.17542 2.07516  0.227
H 0.09769 -0.68412 3.77415  0.249
H 0.00678 0.20117 2.22121  0.233
C 2.50372 -0.05733 -3.49276  0.561
O 1.57136 -0.80392 -3.17572  -0.763
N 3.29710 0.60006 -2.65057  -0.374
C 4.25286 1.59892 -3.10002  -0.433
C 3.21871 0.45866 -1.20400  -0.427
H 2.73726 0.18783 -4.53685  0.165
H 5.24401 1.36863 -2.70183  0.236
H 3.96897 2.61870 -2.85046  0.211
H 4.47662 1.52961 -4.16712  0.241
H 2.87637 1.40705 -0.78539  0.200
H 2.57523 -0.37288 -0.92805  0.224
H 4.21965 0.21901 -0.84228  0.235
C -0.15077 -5.41581 -0.65766  0.573
O -0.21897 -4.44509 -1.42781  -0.745
N -0.32681 -5.34774 0.66202  -0.382
C -0.85521 -6.54490 1.33833  -0.437
C -0.42529 -4.08271 1.31345  -0.430
H -0.00068 -6.42553 -1.04341  0.179
H -1.29662 -7.22651 0.61649  0.231
H -1.54888 -6.45049 2.17021  0.245
H 0.02182 -7.03075 1.77962  0.229
H -0.21714 -4.15439 2.38144  0.230
H 0.22263 -3.30840 0.89985  0.215
H -1.41917 -3.61224 1.26209  0.195

***

4.
# C17H33HfNO3P2

A structure of composition C17H33HfNO3P2 (wB97M-V/def2-TZVPD, the Open Molecules 2025 dataset).

Calculated values
ΔE to the lowest compared entry with this formula, charge and spin: 7.151 eV
Frontier orbital gap (alpha / beta): 0.1511 / 0.1498 Eh
2S+1: 1
LUMO energy (alpha / beta): -1.6 / -1.6 eV
HOMO energy (alpha / beta): -5.71 / -5.71 eV
M: 539.9 g mol⁻¹
DFT total energy: -45677.27483 eV

Last column: natural (NBO) charge in e.
Atoms and positions in Å:
Hf -0.25023 0.43592 0.15770  1.313
P -2.06625 1.04245 -1.80230  0.980
P 1.45919 -0.84565 2.13761  1.015
N -0.06995 -1.40487 -0.43644  -0.935
H -1.96240 0.09545 -0.24841  -0.302
C -1.13508 1.30797 -3.35895  -0.961
H -1.78413 1.79521 -4.09503  0.206
H -0.82260 0.34753 -3.78354  0.247
H -0.23567 1.93117 -3.25676  0.222
C -2.89170 2.67919 -1.60816  -0.935
H -3.59172 2.77581 -2.46029  0.223
H -2.15564 3.51154 -1.61902  0.239
H -3.44763 2.70552 -0.64989  0.240
C -3.31173 -0.22125 -2.21287  -0.952
H -4.02807 0.20147 -2.92636  0.224
H -3.81352 -0.54247 -1.28233  0.265
H -2.76646 -1.06878 -2.65542  0.268
C 3.05069 -1.29747 1.38867  -0.961
H 3.66429 -1.77173 2.16574  0.209
H 3.57014 -0.40552 1.01811  0.221
H 2.89271 -1.99703 0.55901  0.259
C 1.98435 0.05282 3.61798  -0.966
H 2.78316 -0.51081 4.10830  0.221
H 1.14151 0.17082 4.30329  0.249
H 2.36282 1.04062 3.33999  0.218
C 0.85680 -2.42372 2.79301  -0.957
H 1.57789 -2.79015 3.53075  0.215
H 0.76754 -3.14125 1.97310  0.262
H -0.12199 -2.28395 3.25946  0.271
C -0.61751 -2.60121 -0.66842  0.157
C -0.68142 -4.62164 -2.02212  -0.223
C -0.19424 -3.35075 -1.81121  -0.239
C -1.63790 -3.16203 0.15919  -0.305
C -2.11272 -4.42237 -0.07222  -0.194
C -1.64086 -5.16887 -1.15576  -0.301
H -0.32487 -5.20181 -2.86909  0.199
H 0.50822 -2.86717 -2.49624  0.197
H -2.02279 -2.50840 0.97109  0.219
H -2.86766 -4.83050 0.60202  0.201
H -2.01757 -6.17358 -1.31568  0.200
C 2.26986 2.65123 -0.15288  0.611
O 1.44006 1.56485 -0.09096  -0.680
C 2.41581 3.14619 -1.57747  -0.708
H 2.00062 4.16840 -1.62062  0.245
H 1.82453 2.46431 -2.20999  0.257
H 3.44435 3.15636 -1.99282  0.254
C 2.17757 3.49556 1.08908  -0.714
H 3.06981 3.41500 1.73358  0.257
H 1.33608 3.08127 1.66351  0.258
H 2.01574 4.54907 0.80996  0.242
C -2.31232 2.09156 2.63075  -0.273
O -1.26611 1.42537 1.86340  -0.655
C -0.93477 0.11463 2.32231  0.448
O -1.50458 -0.32644 3.29300  -0.649
H -3.11428 1.36700 2.80116  0.216
H -2.64234 2.93420 1.99053  0.186
H -1.85250 2.44009 3.55414  0.194